Entry 1:
A single C3H4N4O molecule at a distorted geometry, computed with the ωB97M-V functional and the def2-TZVPD basis.

The value obtained for the energy above the lowest of the compared OMol25 structures with the same formula, charge and spin is 5.026 eV. Its gap between HOMO and LUMO is 8.9 eV. Its SMILES is OCc1nncnn1. The calculation puts the LUMO energy at -0.890 eV.

Each line ends with the natural charge from an NBO analysis.
CARTESIAN COORDINATES (ANGSTROEM)
C 1.267 0.609 0.483  -0.141
C 0.031 0.193 -0.037  0.278
C -1.994 -0.958 -0.972  0.132
H 2.533 0.321 1.965  0.469
H 1.340 1.440 1.281  0.200
H 1.895 0.942 -0.382  0.202
H -2.926 -1.511 -1.217  0.222
N -1.102 0.456 0.650  -0.156
N -2.169 -0.105 0.059  -0.212
N -0.838 -0.934 -1.818  -0.153
N 0.083 -0.108 -1.435  -0.143
O 1.881 -0.346 1.424  -0.697



Entry 2:
A single C17H13N3O6S molecule at a distorted geometry, computed with the ωB97M-V functional and the def2-TZVPD basis.

The value obtained for the energy above the lowest of the compared OMol25 structures with the same formula, charge and spin is 4.476 eV. Its gap between HOMO and LUMO is 7.7 eV. Its SMILES is COc1cc(OC)cc(-c2nnc(Sc3ccc(C=O)cc3[N+](=O)[O-])o2)c1. The calculation puts the LUMO energy at -1.108 eV.

Each line ends with the natural charge from an NBO analysis.
CARTESIAN COORDINATES (ANGSTROEM)
O -2.139 3.603 5.476  -0.506
O -3.484 -2.400 5.649  -0.357
O -2.123 -3.223 4.167  -0.344
N -0.410 -2.495 0.962  -0.249
N 0.553 -2.229 0.043  -0.282
O -1.147 -0.878 -0.337  -0.415
O 0.817 1.671 -4.662  -0.519
O 4.236 -1.455 -3.171  -0.492
S -2.839 -1.822 1.653  0.352
C -2.042 2.458 5.878  0.398
C -1.381 -1.713 0.702  0.260
C 0.101 -1.301 -0.747  0.463
C 2.510 0.177 -3.944  -0.361
C -2.198 0.725 2.515  -0.218
C -2.112 1.726 3.487  -0.108
C 0.432 0.289 -2.683  -0.312
C 2.157 -1.319 -2.131  -0.238
C -2.188 0.049 5.208  -0.091
C 1.253 0.741 -3.745  0.405
C 3.005 -0.852 -3.102  0.324
C -2.415 -0.617 2.887  -0.122
C 0.857 -0.780 -1.888  -0.083
C -2.098 1.390 4.865  -0.184
C -2.412 -0.946 4.271  0.007
N -2.707 -2.248 4.703  0.485
C -0.226 2.571 -4.250  -0.257
C 5.037 -1.199 -4.356  -0.251
H -1.865 2.297 6.947  0.145
H 3.102 0.623 -4.744  0.231
H -2.210 0.978 1.468  0.235
H -2.051 2.744 3.111  0.246
H -0.529 0.691 -2.487  0.222
H 2.547 -2.123 -1.503  0.250
H -2.196 -0.244 6.244  0.234
H -1.220 2.148 -4.481  0.182
H -0.109 2.836 -3.201  0.183
H -0.156 3.483 -4.819  0.200
H 5.307 -0.133 -4.363  0.179
H 4.440 -1.390 -5.247  0.181
H 5.905 -1.830 -4.375  0.206



Entry 3:
C16H86Li6O39S2 as an isolated structure at a distorted geometry, computed with the ωB97M-V functional and the def2-TZVPD basis.

Its gap between HOMO and LUMO is 3.8 eV. The total charge is -2. The calculation puts the LUMO energy at 2.704 eV.

Each line ends with the Mulliken charge.
CARTESIAN COORDINATES (ANGSTROEM)
Li -1.416 -0.821 2.562  0.872
Li 1.184 0.361 2.016  0.800
Li 3.134 0.604 -0.388  1.311
Li 1.368 2.983 0.694  0.676
Li 3.706 2.205 2.053  0.731
Li 1.576 -0.884 4.819  0.768
S 4.078 -0.252 2.665  0.882
O 3.189 -0.350 3.809  -0.560
O 4.962 0.919 2.866  -0.970
O 4.843 -1.458 2.490  -0.880
O 3.206 0.069 1.537  -0.850
S -0.353 0.256 -0.170  0.075
O 0.722 1.164 0.214  -0.083
O -1.634 0.978 -0.219  -0.464
O 0.028 -0.402 -1.424  1.268
O -0.299 -0.758 0.855  -0.555
O 4.793 3.977 2.281  -0.881
C 4.756 4.565 1.003  -0.572
C 4.363 3.613 -0.268  -0.524
O 3.340 2.652 -0.096  0.232
H 5.672 5.122 0.804  0.287
H 4.012 5.357 0.920  0.112
H 5.323 3.139 -0.473  0.086
H 4.109 4.301 -1.073  -0.222
O 0.094 -0.001 3.730  -0.725
C -0.138 1.330 4.086  0.114
C 0.950 2.544 3.854  -1.058
O 1.773 2.590 2.663  -0.527
H -0.326 1.497 5.147  0.364
H -1.087 1.555 3.599  -0.330
H 1.666 2.617 4.672  0.367
H 0.482 3.522 3.972  0.346
O 2.452 -0.668 -1.725  -0.419
H 1.503 -0.715 -1.613  0.062
H 2.655 -1.366 -2.348  0.041
O 0.742 -1.972 -5.389  -0.586
H 0.141 -1.722 -4.687  0.279
H 0.297 -2.690 -5.841  0.247
O -3.102 -0.024 1.844  -0.092
H -3.579 0.599 2.394  0.070
H -2.820 0.491 1.088  0.252
O 0.415 0.395 -6.586  -0.762
H 1.127 -0.230 -6.446  0.281
H 0.102 0.603 -5.706  0.326
O -3.266 -0.064 -1.942  -0.362
H -3.218 0.635 -2.594  0.306
H -2.713 0.241 -1.222  -0.148
O -0.069 -3.222 0.533  0.274
H 0.845 -3.418 0.329  0.034
H -0.120 -2.266 0.513  -0.003
O -4.095 -3.241 2.133  -0.585
H -4.921 -2.767 2.226  0.189
H -3.696 -2.875 1.344  0.372
O -2.247 1.606 -3.946  -0.838
H -2.086 2.263 -3.270  0.345
H -1.386 1.227 -4.123  0.399
O -1.708 3.936 -2.220  -0.706
H -0.751 3.924 -2.192  -0.004
H -1.929 4.819 -2.518  0.188
O -1.850 -2.561 3.584  -0.411
H -1.281 -3.217 3.988  0.129
H -2.683 -3.014 3.452  0.222
O -5.546 -1.270 -1.470  -0.712
H -4.699 -0.835 -1.378  0.448
H -6.020 -1.044 -0.669  0.372
O 0.421 0.910 -3.593  -0.385
H 0.378 0.347 -2.820  0.111
H 0.648 1.774 -3.250  0.130
O 4.655 -1.959 0.064  -0.752
H 4.805 -1.775 0.991  0.408
H 4.942 -1.165 -0.388  0.198
O 1.703 -2.994 4.555  -0.364
H 2.562 -3.348 4.785  0.241
H 1.135 -3.762 4.493  0.160
O -2.509 3.074 1.299  -0.556
H -1.998 2.425 0.815  -0.232
H -3.198 3.340 0.690  0.409
O -4.005 3.320 -0.970  -0.702
H -3.164 3.443 -1.409  0.368
H -4.417 2.595 -1.440  0.353
O -2.754 -3.599 -4.659  -0.717
H -2.116 -3.144 -4.109  0.389
H -3.597 -3.430 -4.238  0.301
O 2.676 -3.612 0.951  -0.622
H 2.562 -3.428 1.884  0.261
H 3.307 -2.958 0.653  0.288
O -0.097 4.349 0.608  -0.119
H -0.040 5.298 0.504  0.122
H -1.007 4.188 0.855  0.002
O 5.271 0.512 -0.970  -0.422
H 5.443 1.418 -0.713  0.081
H 5.940 0.318 -1.627  0.179
O -6.000 -0.266 1.036  -0.637
H -6.187 -1.018 1.598  0.253
H -5.762 0.434 1.643  0.265
O -2.498 -2.808 -0.383  -0.703
H -2.359 -2.007 -0.888  0.075
H -1.618 -3.093 -0.138  0.260
O -1.453 -1.723 -3.372  -0.600
H -2.357 -1.463 -3.193  0.241
H -0.947 -1.339 -2.655  0.081
C 1.015 4.701 -4.258  -1.510
C 1.893 4.606 -2.907  0.285
C 1.713 5.915 -2.121  -1.002
O 1.394 3.485 -2.209  0.824
H -0.042 4.934 -4.124  0.252
H 1.069 3.783 -4.844  0.353
H 1.487 5.515 -4.809  0.463
H 2.934 4.368 -3.126  0.652
H 0.752 6.058 -1.627  0.059
H 1.760 6.792 -2.767  0.408
H 2.477 6.066 -1.359  0.182
H 2.139 3.208 -1.671  -0.489
C -2.638 4.606 5.004  -0.963
C -3.802 3.650 4.929  0.880
C -4.859 3.922 5.981  -1.549
O -4.294 4.057 3.634  -0.607
H -2.108 4.296 5.905  0.349
H -2.980 5.641 4.978  0.315
H -1.942 4.409 4.189  0.117
H -3.464 2.626 5.084  0.088
H -4.626 3.518 6.966  0.365
H -5.682 3.293 5.642  0.394
H -5.252 4.939 5.998  0.325
H -3.555 3.841 3.061  0.268
C 1.859 -4.041 -2.460  -0.202
C 3.064 -4.010 -3.398  0.243
C 2.752 -4.868 -4.657  -1.471
O 3.105 -2.672 -3.836  -0.553
H 1.005 -3.520 -2.891  -0.095
H 2.091 -3.556 -1.512  -0.280
H 1.582 -5.067 -2.217  0.473
H 4.018 -4.270 -2.939  0.508
H 2.780 -5.924 -4.390  0.416
H 3.578 -4.683 -5.345  0.395
H 1.873 -4.755 -5.291  0.236
H 2.260 -2.546 -4.274  0.312
C 0.354 -7.848 1.041  -1.661
C -0.328 -6.491 1.159  1.360
C -1.724 -6.553 1.688  -1.330
O 0.260 -5.591 2.009  -0.558
H 1.359 -7.722 0.637  0.408
H -0.154 -8.562 0.393  0.374
H 0.591 -8.350 1.979  0.358
H -0.403 -6.093 0.146  -0.094
H -1.679 -6.751 2.759  0.254
H -2.237 -7.409 1.249  0.405
H -2.267 -5.638 1.456  0.252
H -0.062 -4.714 1.791  0.129



Entry 4:
C27H25BaF2N4SeSi as an isolated structure at a distorted geometry, computed with the ωB97M-V functional and the def2-TZVPD basis.

The value obtained for the energy above the lowest of the compared OMol25 structures with the same formula, charge and spin is 0.064 eV. Its gap between HOMO and LUMO is 4.2 eV. The total charge is -1. The calculation puts the LUMO energy at 0.892 eV.

Each line ends with the Mulliken charge.
CARTESIAN COORDINATES (ANGSTROEM)
Ba 1.590 -0.837 -1.330  1.620
C -1.483 1.804 1.447  -1.195
Si 0.388 1.412 1.231  0.042
C 0.971 3.179 0.536  -1.507
C 1.159 1.576 3.007  0.457
C 0.515 1.665 4.272  -0.251
C 1.271 1.920 5.404  -0.455
C 2.575 2.227 5.340  -0.355
C 3.192 2.253 4.101  -0.468
C 2.502 1.852 2.972  -0.825
H -1.669 2.769 1.899  0.411
H -2.047 1.034 1.898  0.384
H -1.916 1.840 0.428  0.024
H 0.967 3.842 1.355  0.456
H 0.300 3.616 -0.201  0.409
H 1.950 3.223 0.149  0.375
H -0.553 1.484 4.282  0.368
H 0.808 2.066 6.361  0.325
H 3.126 2.511 6.236  0.344
H 4.261 2.535 4.057  0.304
H 3.068 1.812 2.056  0.304
F 3.907 -1.683 -4.046  -0.311
C 4.191 -1.528 -2.614  -0.273
F 3.907 -0.067 -2.424  -0.371
H 5.298 -1.427 -2.690  0.028
Se -0.540 -2.829 2.971  0.274
N 0.827 -3.386 3.921  -0.823
C 1.914 -3.166 3.159  0.807
C 3.262 -3.402 3.521  -0.691
C 4.154 -3.173 2.609  -0.396
C 3.824 -2.749 1.254  -0.485
N 2.666 -2.345 0.920  -0.053
C 1.647 -2.479 1.869  0.410
N 0.364 -2.176 1.572  -0.244
H 3.488 -3.747 4.474  0.548
H 5.225 -3.204 2.903  0.285
H 4.559 -2.725 0.457  0.455
N -0.595 -1.163 -2.343  -1.112
C -1.731 -0.695 -2.635  -0.289
C -1.798 0.596 -3.387  0.487
C -1.171 0.655 -4.649  -0.429
C -1.129 1.838 -5.371  -0.635
C -1.722 2.989 -4.898  -0.466
C -2.394 2.928 -3.653  -0.679
C -2.379 1.778 -2.926  0.232
C -2.982 -1.352 -2.294  0.792
C -4.190 -0.832 -2.678  -0.217
C -5.390 -1.452 -2.357  -0.820
C -5.341 -2.644 -1.669  -0.249
C -4.111 -3.227 -1.378  -0.416
C -2.926 -2.613 -1.709  -0.680
H -0.665 -0.208 -5.020  0.447
H -0.569 1.779 -6.292  0.372
H -1.696 3.883 -5.467  0.431
H -2.878 3.789 -3.125  0.281
H -2.858 1.742 -1.920  0.358
H -4.380 0.040 -3.280  0.391
H -6.334 -0.990 -2.681  0.352
H -6.291 -3.228 -1.312  0.201
H -4.155 -4.188 -0.839  0.333
H -1.982 -3.125 -1.472  0.387



Entry 5:
A 3-piece molecular cluster, C5H11NO2 overall, computed with the ωB97M-V functional and the def2-TZVPD basis.

The value obtained for the energy above the lowest of the compared OMol25 structures with the same formula, charge and spin is 6.410 eV. Its gap between HOMO and LUMO (alpha / beta) is 7.2 / 7.2 eV. The calculation puts the LUMO energy (alpha / beta) at 0.028 / 0.032 eV.

Each line ends with the natural charge from an NBO analysis.
CARTESIAN COORDINATES (ANGSTROEM)
C -1.038 -0.215 0.715  -0.293
C 2.019 -0.742 1.210  -0.721
C 1.348 -0.728 -0.077  0.233
N -1.868 -0.911 -0.179  -0.818
C 1.115 -0.803 -1.309  -0.546
H -2.371 -0.304 -0.815  0.366
H -1.373 -1.609 -0.720  0.367
H -0.463 -0.897 1.325  0.174
H -1.580 0.469 1.362  0.213
H 3.038 -1.127 1.083  0.252
H 2.099 0.270 1.617  0.251
H 1.506 -1.366 1.944  0.241
H 0.234 0.029 -1.628  0.380
H 1.641 -1.267 -2.134  0.265
C -0.490 1.519 -0.331  0.484
O -1.606 2.266 0.044  -0.731
O -0.427 1.217 -1.576  -0.723
H -2.171 2.312 -0.739  0.482
H 0.387 1.888 0.207  0.123



Entry 6:
A 2-piece molecular cluster, C9H17N6 overall at a distorted geometry, computed with the ωB97M-V functional and the def2-TZVPD basis.

The value obtained for the energy above the lowest of the compared OMol25 structures with the same formula, charge and spin is 1.894 eV. Its gap between HOMO and LUMO (alpha / beta) is 8.5 / 6.2 eV. The total charge is +1. The spin multiplicity is 3. The calculation puts the LUMO energy (alpha / beta) at -3.079 / -5.261 eV.

Each line ends with the natural charge from an NBO analysis.
CARTESIAN COORDINATES (ANGSTROEM)
C 1.858 -2.945 1.860  -0.325
C 3.080 -2.473 1.309  0.236
C 0.949 -1.980 1.607  0.230
C -2.207 1.803 -1.072  0.499
C 1.143 0.101 0.362  0.241
C 4.403 -3.227 1.410  -0.641
C -0.443 -1.925 2.034  -0.676
C -3.583 3.462 -2.662  -0.608
C -2.390 2.364 -2.473  -0.467
N 2.968 -1.314 0.759  -0.336
N -1.616 0.071 0.302  0.038
N 1.631 -0.981 0.898  -0.288
N -2.542 2.481 0.013  -0.710
N 1.974 0.958 -0.180  -0.766
N -1.676 0.505 -0.844  -0.404
H 1.789 -4.067 2.135  0.247
H 4.277 -4.345 1.293  0.229
H 5.079 -2.779 0.720  0.235
H 4.763 -3.081 2.377  0.233
H -0.488 -1.683 3.065  0.241
H -0.941 -1.080 1.515  0.253
H -0.841 -2.916 1.823  0.239
H -4.422 3.093 -2.117  0.227
H -3.830 3.296 -3.748  0.249
H -3.275 4.506 -2.463  0.236
H -2.722 1.625 -3.051  0.232
H -1.336 2.678 -2.686  0.253
H -2.754 3.442 -0.129  0.435
H -2.087 2.049 0.800  0.437
H 1.691 1.687 -0.861  0.394
H 2.909 0.656 -0.291  0.401
H -1.361 0.020 -1.705  0.434



Copy entry 4 word for word.
C27H25BaF2N4SeSi as an isolated structure at a distorted geometry, computed with the ωB97M-V functional and the def2-TZVPD basis.

The value obtained for the energy above the lowest of the compared OMol25 structures with the same formula, charge and spin is 0.064 eV. Its gap between HOMO and LUMO is 4.2 eV. The total charge is -1. The calculation puts the LUMO energy at 0.892 eV.

Each line ends with the Mulliken charge.
CARTESIAN COORDINATES (ANGSTROEM)
Ba 1.590 -0.837 -1.330  1.620
C -1.483 1.804 1.447  -1.195
Si 0.388 1.412 1.231  0.042
C 0.971 3.179 0.536  -1.507
C 1.159 1.576 3.007  0.457
C 0.515 1.665 4.272  -0.251
C 1.271 1.920 5.404  -0.455
C 2.575 2.227 5.340  -0.355
C 3.192 2.253 4.101  -0.468
C 2.502 1.852 2.972  -0.825
H -1.669 2.769 1.899  0.411
H -2.047 1.034 1.898  0.384
H -1.916 1.840 0.428  0.024
H 0.967 3.842 1.355  0.456
H 0.300 3.616 -0.201  0.409
H 1.950 3.223 0.149  0.375
H -0.553 1.484 4.282  0.368
H 0.808 2.066 6.361  0.325
H 3.126 2.511 6.236  0.344
H 4.261 2.535 4.057  0.304
H 3.068 1.812 2.056  0.304
F 3.907 -1.683 -4.046  -0.311
C 4.191 -1.528 -2.614  -0.273
F 3.907 -0.067 -2.424  -0.371
H 5.298 -1.427 -2.690  0.028
Se -0.540 -2.829 2.971  0.274
N 0.827 -3.386 3.921  -0.823
C 1.914 -3.166 3.159  0.807
C 3.262 -3.402 3.521  -0.691
C 4.154 -3.173 2.609  -0.396
C 3.824 -2.749 1.254  -0.485
N 2.666 -2.345 0.920  -0.053
C 1.647 -2.479 1.869  0.410
N 0.364 -2.176 1.572  -0.244
H 3.488 -3.747 4.474  0.548
H 5.225 -3.204 2.903  0.285
H 4.559 -2.725 0.457  0.455
N -0.595 -1.163 -2.343  -1.112
C -1.731 -0.695 -2.635  -0.289
C -1.798 0.596 -3.387  0.487
C -1.171 0.655 -4.649  -0.429
C -1.129 1.838 -5.371  -0.635
C -1.722 2.989 -4.898  -0.466
C -2.394 2.928 -3.653  -0.679
C -2.379 1.778 -2.926  0.232
C -2.982 -1.352 -2.294  0.792
C -4.190 -0.832 -2.678  -0.217
C -5.390 -1.452 -2.357  -0.820
C -5.341 -2.644 -1.669  -0.249
C -4.111 -3.227 -1.378  -0.416
C -2.926 -2.613 -1.709  -0.680
H -0.665 -0.208 -5.020  0.447
H -0.569 1.779 -6.292  0.372
H -1.696 3.883 -5.467  0.431
H -2.878 3.789 -3.125  0.281
H -2.858 1.742 -1.920  0.358
H -4.380 0.040 -3.280  0.391
H -6.334 -0.990 -2.681  0.352
H -6.291 -3.228 -1.312  0.201
H -4.155 -4.188 -0.839  0.333
H -1.982 -3.125 -1.472  0.387